# 1
9
Properties=species:S:1:pos:R:3:forces:R:3:mulliken_charge:R:1 method="wB97M-V/def2-TZVPD" homo_energy_ev="-8.21 / -8.21" max_force_ha_per_bohr=0.09839 energy_ev=-7161.6262
C 0.062 0.862 0.018 0.0 0.9 -0.9 0.326
C -1.192 0.247 0.074 -2.9 -3.2 1.0 -0.662
N -1.388 -1.100 -0.013 2.4 1.5 -0.3 -0.234
N 1.301 0.519 0.008 5.0 -0.6 0.0 0.108
O 2.043 -0.530 0.085 -2.4 0.2 0.0 -0.553
H 0.067 1.938 -0.068 -0.5 0.3 0.0 0.267
H -0.577 -1.726 -0.287 -1.5 0.5 0.7 0.238
H -2.291 -1.530 0.241 0.9 0.6 -0.5 0.260
H 1.975 1.320 -0.057 -1.1 -0.2 0.2 0.250

***

# 2
9
Properties=species:S:1:pos:R:3:forces:R:3:mulliken_charge:R:1 method="wB97M-V/def2-TZVPD" multiplicity=3 homo_energy_ev="-6.98 / -11.02" s2=2.010 max_force_ha_per_bohr=0.11970 energy_ev=-7161.6365
C 2.061 0.352 0.207 0.3 -1.8 -2.6 0.059
C -1.634 -0.259 -0.165 1.6 -4.5 1.9 -0.714
N 0.656 0.083 -0.231 5.8 0.8 -2.0 -0.098
N -0.236 -0.433 0.389 -4.4 -0.3 0.9 -0.083
O 3.079 -0.147 -0.231 -2.4 0.5 0.5 -0.404
H 2.068 1.203 0.786 0.1 1.9 2.1 0.331
H -2.072 -1.279 -0.041 0.1 0.8 -0.7 0.227
H -1.709 0.136 -1.105 0.6 0.4 -2.7 0.365
H -2.214 0.345 0.391 -1.6 2.3 2.6 0.318

***

# 3
10
Properties=species:S:1:pos:R:3:forces:R:3:mulliken_charge:R:1 method="wB97M-V/def2-TZVPD" charge=-2 homo_energy_ev=1.60 max_force_ha_per_bohr=0.09301 energy_ev=-9207.5483
C -0.687 -1.032 0.064 -2.2 0.8 0.3 -0.555
C 0.080 -2.091 -0.005 4.3 -1.2 -1.6 -0.189
N -2.630 1.466 -0.274 0.4 -0.7 -0.6 -0.259
N -3.591 0.909 -0.146 3.6 3.1 0.1 0.820
O -4.651 0.586 0.131 -4.0 -2.3 0.6 -0.582
O 0.053 -3.143 -0.693 -1.0 -1.2 0.1 -0.703
H -1.614 -0.979 -0.431 -1.2 -0.1 -0.6 0.064
H -0.320 -0.167 0.487 0.7 1.8 1.0 0.259
H 12.203 6.300 0.551 0.1 0.0 0.0 -1.000
H 1.157 -1.848 0.315 -0.6 -0.2 0.8 0.146

***

# 4
10
Properties=species:S:1:pos:R:3:forces:R:3:mulliken_charge:R:1 method="wB97M-V/def2-TZVPD" homo_energy_ev=-10.22 max_force_ha_per_bohr=0.13226 energy_ev=-9208.8812
C 1.847 -0.292 0.300 4.2 1.0 -2.5 0.105
C -1.908 -0.300 -0.216 0.2 -3.7 1.5 0.200
H 1.598 -1.046 0.994 0.4 -0.9 1.4 0.351
H 0.989 0.889 -0.955 -1.0 0.1 0.1 0.245
H -1.093 1.753 0.357 1.9 -4.6 0.6 0.304
H -1.471 -1.483 -0.514 -1.4 3.2 0.1 0.227
N 0.697 0.258 -0.204 -0.3 0.7 -1.2 0.054
N -0.607 0.326 0.413 -3.1 5.0 -1.4 -0.491
O 3.056 -0.044 -0.171 -6.4 -0.9 2.2 -0.580
O -3.108 -0.062 -0.004 5.4 0.2 -0.9 -0.417

***

# 5
10
Properties=species:S:1:pos:R:3:forces:R:3:mulliken_charge:R:1 method="wB97M-V/def2-TZVPD" homo_energy_ev=-9.44 max_force_ha_per_bohr=0.15176 energy_ev=-9211.7494
H 0.987 2.092 -0.237 -1.7 -1.8 -0.4 0.196
N 0.174 1.401 -0.478 4.5 -3.3 0.6 -0.601
C 0.584 0.099 -0.306 -6.0 5.0 -0.4 0.573
N 1.480 -0.539 0.404 4.7 -0.5 3.9 -0.451
O -0.548 -0.804 -0.670 1.2 1.1 0.6 -0.350
C -1.762 -0.379 -0.195 -1.5 1.4 0.4 0.168
O -2.049 0.348 0.730 1.3 -1.4 -0.9 -0.437
H 1.564 -1.615 0.391 -0.3 2.8 0.1 0.266
H 2.169 0.088 1.214 -3.0 -2.8 -3.7 0.308
H -2.599 -0.691 -0.854 0.7 -0.6 0.0 0.329

***

# 6
10
Properties=species:S:1:pos:R:3:forces:R:3:mulliken_charge:R:1 method="wB97M-V/def2-TZVPD" homo_energy_ev="-10.06 / -10.06" max_force_ha_per_bohr=0.17144 energy_ev=-9208.8211
H -2.839 -0.550 0.180 -0.3 -1.9 0.0 0.298
N -2.142 0.146 0.224 1.5 3.1 0.1 -0.645
N -0.993 -0.164 -0.006 -1.2 -8.6 -1.5 0.747
O -0.583 -1.702 -0.299 -1.5 5.6 1.0 -0.563
C 0.103 0.746 -0.158 1.4 0.7 1.7 0.589
C 1.431 0.092 0.018 1.3 -0.2 -0.7 -0.928
O -0.169 1.895 -0.228 0.2 0.8 -0.6 -0.420
H 1.443 -0.619 0.844 -0.4 0.5 0.6 0.340
H 2.253 0.917 0.188 -1.5 -1.9 -1.0 0.266
H 1.496 -0.760 -0.762 0.5 1.9 0.5 0.316

***

# 7
10
Properties=species:S:1:pos:R:3:forces:R:3:mulliken_charge:R:1 method="wB97M-V/def2-TZVPD" homo_energy_ev=-10.05 max_force_ha_per_bohr=0.16923 energy_ev=-9210.4424
N 0.724 -1.112 1.401 2.3 8.3 1.4 -0.520
N -0.407 -0.075 1.324 2.3 -4.3 4.9 -0.377
C -0.806 0.400 0.300 -1.1 0.3 -3.4 -0.169
C -0.488 0.318 -1.114 -0.2 2.3 -0.9 0.601
O -1.292 0.740 -1.938 1.5 -1.6 0.8 -0.517
O 0.820 0.065 -1.342 -1.4 -1.6 -3.3 -0.449
H 1.450 -0.377 0.809 -1.6 -3.4 1.5 0.263
H 0.993 -0.560 2.424 -0.3 -3.1 -3.0 0.339
H -1.710 0.822 0.463 -2.8 2.3 0.1 0.457
H 0.716 -0.222 -2.327 1.2 0.9 1.9 0.371

***

# 8
10
Properties=species:S:1:pos:R:3:forces:R:3:mulliken_charge:R:1 method="wB97M-V/def2-TZVPD" homo_energy_ev=-10.25 max_force_ha_per_bohr=0.08372 energy_ev=-9207.2853
O -1.200 1.880 -0.979 -2.3 0.2 -1.4 -0.252
N -0.913 0.647 -1.398 -2.1 -0.4 -1.0 -0.030
N 0.143 0.110 -1.355 2.3 -2.8 -1.0 -0.081
O 1.332 0.644 -0.839 0.7 0.2 -0.5 -0.353
H -0.554 2.154 -0.410 3.2 1.6 2.4 0.289
H 2.018 0.022 -1.259 -1.7 1.3 1.1 0.404
C -0.849 -0.136 1.515 1.2 0.2 0.2 -0.473
C -0.537 -1.288 1.369 -1.0 2.3 0.4 -0.274
H -0.750 0.930 1.603 -0.5 -0.4 0.2 0.356
H -0.584 -2.284 1.175 0.3 -2.2 -0.3 0.416

***

# 9
10
Properties=species:S:1:pos:R:3:forces:R:3:mulliken_charge:R:1 method="wB97M-V/def2-TZVPD" homo_energy_ev=-10.33 max_force_ha_per_bohr=0.08552 energy_ev=-9209.8455
H -0.098 -1.492 -0.931 1.5 0.0 1.4 0.282
N 0.712 -1.584 -0.225 -2.2 -2.8 -2.3 -0.590
C 1.081 -0.519 0.261 2.9 0.2 0.8 0.042
C 0.441 0.754 -0.018 -0.3 4.4 0.0 -0.228
O -0.826 0.616 -0.637 -0.6 -0.7 0.6 -0.217
N -1.674 0.147 0.372 -3.5 -0.9 -2.0 0.158
O -2.742 -0.173 -0.101 3.0 0.9 1.5 -0.323
H 1.973 -0.633 0.967 -1.2 0.9 -0.7 0.330
H 0.826 1.642 -0.648 0.7 -2.0 0.8 0.309
H 0.306 1.242 0.960 -0.2 0.0 -0.1 0.238

***

# 10
10
Properties=species:S:1:pos:R:3:forces:R:3:mulliken_charge:R:1 method="wB97M-V/def2-TZVPD" homo_energy_ev=-10.41 smiles="NC(=O)NC=O" max_force_ha_per_bohr=0.05247 energy_ev=-9214.2289
N 1.862 -0.006 -0.034 0.0 0.1 -0.1 -0.362
C 0.630 -0.293 0.462 -0.2 0.1 -0.1 0.539
O 0.449 -0.910 1.494 -0.2 0.4 -0.7 -0.577
N -0.457 0.172 -0.337 -0.5 0.1 -0.1 -0.173
C -1.771 -0.005 -0.053 -0.7 0.1 -0.2 0.048
O -2.506 0.471 -0.908 -0.9 -0.4 0.7 -0.601
H 2.660 -0.232 0.543 -0.3 0.1 -0.1 0.246
H 1.972 0.661 -0.775 0.0 0.0 0.0 0.212
H -0.741 0.666 -1.239 2.6 -0.3 0.5 0.293
H -2.098 -0.524 0.848 0.1 0.0 0.1 0.375

***

# 11
11
Properties=species:S:1:pos:R:3:forces:R:3:mulliken_charge:R:1 method="wB97M-V/def2-TZVPD" homo_energy_ev=-8.85 max_force_ha_per_bohr=0.02024 energy_ev=-20046.8128
O -2.657 -0.686 -0.013 -0.1 0.0 -0.1 -0.505
C -1.972 0.296 -0.067 0.5 -0.2 0.4 0.111
N -0.572 0.257 0.035 -0.7 0.4 -0.2 0.083
O 0.047 1.473 -0.221 0.1 0.0 0.3 -0.444
C 0.148 -0.919 -0.099 -0.2 -1.0 -0.1 0.033
N 1.391 -1.141 -0.129 0.2 0.4 0.0 -0.394
S 2.539 0.130 -0.039 0.6 -0.8 0.1 -0.149
H -2.337 1.333 -0.123 0.1 -0.1 -0.1 0.365
H 0.347 1.776 0.649 0.1 0.1 -0.2 0.369
H -0.529 -1.786 -0.153 0.3 0.4 0.0 0.368
H 3.594 -0.733 0.158 -0.7 0.6 -0.1 0.163

***

# 12
11
Properties=species:S:1:pos:R:3:forces:R:3:mulliken_charge:R:1 method="wB97M-V/def2-TZVPD" homo_energy_ev=-9.43 max_force_ha_per_bohr=0.05356 energy_ev=-20046.5252
O 3.049 0.677 -0.260 -0.2 0.3 0.2 -0.446
C 1.974 0.350 0.149 1.3 -1.7 -1.8 0.066
S 1.150 -1.090 -0.542 -0.8 0.5 0.4 0.001
N -0.312 -1.066 0.436 0.9 -0.2 0.1 -0.406
C -1.494 -0.615 -0.143 0.1 1.0 -2.2 0.134
N -1.627 0.593 -0.605 -0.4 -1.5 1.6 -0.397
O -0.613 1.393 -0.076 -0.4 2.1 -0.9 -0.323
H 1.415 0.737 0.936 -1.0 1.1 1.6 0.393
H -0.379 -1.962 0.882 -0.2 -0.2 0.2 0.310
H -2.257 -1.345 -0.461 0.3 0.5 0.3 0.326
H -0.905 2.329 -0.317 0.6 -1.9 0.3 0.342

***

# 13
11
Properties=species:S:1:pos:R:3:forces:R:3:mulliken_charge:R:1 method="wB97M-V/def2-TZVPD" homo_energy_ev=-10.13 max_force_ha_per_bohr=0.09739 energy_ev=-11258.9466
N 0.651 0.936 0.040 -2.7 0.2 2.8 -0.594
C -1.722 0.320 0.194 0.1 0.2 -0.3 0.319
C -0.253 -0.008 0.039 2.1 0.5 -0.5 0.815
N 1.981 0.319 0.046 -2.3 0.2 -4.4 -0.547
O -2.481 -0.781 0.129 -0.1 0.0 0.1 -0.497
O -2.143 1.428 0.342 0.0 -0.5 0.0 -0.496
O 0.118 -1.259 -0.140 2.2 0.4 0.3 -0.667
H -1.908 -1.555 -0.012 0.0 0.1 0.0 0.409
H 1.786 0.620 -1.000 3.0 -1.1 1.4 0.367
H 2.588 1.010 0.469 0.2 -0.2 0.0 0.298
H 1.382 -1.029 -0.106 -2.3 0.2 0.6 0.592

***

# 14
11
Properties=species:S:1:pos:R:3:forces:R:3:mulliken_charge:R:1 method="wB97M-V/def2-TZVPD" homo_energy_ev=-9.96 max_force_ha_per_bohr=0.15332 energy_ev=-11255.5414
C -0.061 -0.132 -0.305 3.9 0.6 0.0 0.279
C -0.123 1.269 0.065 2.8 3.2 -0.5 0.107
H 1.717 -0.691 1.273 0.4 0.1 -0.9 0.337
H 1.278 -1.581 -0.686 -0.9 -0.4 -1.3 0.353
H -0.863 1.701 0.709 -0.6 -0.2 0.4 0.445
H -2.989 -0.621 -0.331 3.7 3.2 3.1 0.398
N 1.255 -0.572 -0.686 -0.1 -1.2 1.1 -0.256
N -1.063 -0.842 -0.342 -2.3 -1.0 0.9 -0.421
O 2.205 -0.518 0.429 -0.7 1.1 0.8 -0.394
O 0.750 2.011 -0.375 -1.1 -0.8 0.5 -0.430
O -2.105 -0.023 0.249 -5.0 -4.6 -4.1 -0.419

***

# 15
11
Properties=species:S:1:pos:R:3:forces:R:3:mulliken_charge:R:1 method="wB97M-V/def2-TZVPD" homo_energy_ev=-10.34 smiles="NNC(=O)C(=O)O" max_force_ha_per_bohr=0.13700 energy_ev=-11258.9487
N -0.476 -0.922 -1.087 1.6 -0.6 1.5 -0.609
N 0.229 -1.164 0.186 -1.8 4.4 0.5 -0.135
C 0.074 0.026 1.046 2.1 -3.5 -0.2 0.624
O 0.168 -0.052 2.246 -0.7 -0.9 -1.1 -0.476
C 0.284 1.391 0.434 -0.6 5.7 4.2 0.321
O 0.485 2.174 1.409 -0.3 -1.4 -4.9 -0.495
O 0.092 1.767 -0.878 1.0 -1.8 2.9 -0.488
H 0.205 -1.132 -1.810 -1.2 -0.3 -0.3 0.281
H -1.514 -0.932 -1.195 1.6 -0.8 0.3 0.225
H 0.424 -1.973 0.776 -1.0 -0.7 -1.0 0.242
H 0.031 0.819 -1.128 -0.7 -0.1 -1.9 0.510

***

# 16
11
Properties=species:S:1:pos:R:3:forces:R:3:mulliken_charge:R:1 method="wB97M-V/def2-TZVPD" homo_energy_ev=-9.51 max_force_ha_per_bohr=0.16630 energy_ev=-11260.7196
N 0.499 0.253 0.592 -1.4 0.6 -2.2 -0.250
C -0.277 1.254 -0.003 -3.3 5.5 3.3 0.593
C -0.335 -0.755 0.106 -4.3 -6.1 4.3 0.507
N 0.334 -1.905 -0.215 0.7 -0.6 -1.1 -0.481
O 0.451 2.118 -0.745 0.3 0.1 0.0 -0.477
O -1.439 1.535 0.363 3.8 -0.4 -1.7 -0.520
O -1.578 -0.867 0.359 3.8 0.7 -2.0 -0.550
H 0.050 2.991 -0.567 0.0 -0.5 -0.5 0.375
H 1.417 0.222 0.170 0.2 0.0 -0.1 0.302
H -0.269 -2.699 -0.393 0.0 0.3 0.2 0.271
H 1.147 -2.147 0.334 0.1 0.3 -0.2 0.231

***

# 17
11
Properties=species:S:1:pos:R:3:forces:R:3:mulliken_charge:R:1 method="wB97M-V/def2-TZVPD" homo_energy_ev=-9.66 smiles="C=[N+]([O-])O.C#[N+][O-]" max_force_ha_per_bohr=0.11672 energy_ev=-11254.1221
C 1.438 -1.014 0.697 -0.7 -0.4 0.5 -0.467
N 1.256 -0.030 -0.095 0.8 2.9 0.8 0.721
O 0.495 0.180 -1.017 0.4 -0.3 -0.9 -0.724
O 2.057 1.142 0.340 0.7 -4.9 3.3 -0.458
H 2.019 -0.752 1.592 -0.2 -0.8 -0.7 0.307
H 0.736 -1.842 0.490 0.9 0.4 0.5 0.298
H 1.945 1.844 -0.204 -1.3 3.1 -3.5 0.303
C -2.158 0.123 -1.007 -3.3 -0.9 1.8 -0.434
N -2.852 -0.008 -0.097 0.4 1.3 -0.6 0.499
O -3.618 0.097 0.807 -0.9 -0.7 1.0 -0.609
H -1.319 0.259 -1.505 3.1 0.3 -2.2 0.563

***

# 18
12
Properties=species:S:1:pos:R:3:forces:R:3:mulliken_charge:R:1 method="wB97M-V/def2-TZVPD" homo_energy_ev=-10.45 smiles="N[C@@H](O)C(=O)[N+](=O)[O-]" max_force_ha_per_bohr=0.10446 energy_ev=-13304.8494
N -0.312 -0.451 1.553 0.7 2.4 -4.8 -0.487
C -0.116 -0.787 0.031 -2.4 2.0 2.2 -0.288
O -1.293 -1.426 -0.526 1.4 1.3 0.7 -0.514
C -0.042 0.628 -0.709 -0.5 -2.4 0.1 0.529
O -0.985 1.172 -1.180 1.3 0.1 0.5 -0.413
N 1.428 1.151 -0.826 -2.1 -0.1 0.8 0.933
O 2.326 0.357 -0.836 0.5 -0.2 -0.3 -0.546
O 1.437 2.335 -0.710 1.1 1.5 -0.3 -0.506
H -0.251 -1.229 2.118 -0.3 -1.8 1.3 0.209
H -1.114 0.179 1.648 0.3 -0.8 0.4 0.241
H 0.845 -1.263 -0.071 -0.2 -0.8 -0.3 0.463
H -1.923 -0.665 -0.493 0.2 -1.1 -0.3 0.378

***

# 19
12
Properties=species:S:1:pos:R:3:forces:R:3:mulliken_charge:R:1 method="wB97M-V/def2-TZVPD" homo_energy_ev=-9.74 max_force_ha_per_bohr=0.13697 energy_ev=-13302.2332
C 0.308 -0.840 -0.625 -2.0 2.9 2.5 0.487
C -0.212 1.026 1.000 0.3 -0.9 0.8 0.197
H 1.476 -2.375 -1.117 -3.5 -0.5 -3.0 0.451
H -0.219 -0.657 -2.898 1.0 -1.9 4.8 0.340
H -0.138 0.371 1.934 -0.4 0.7 -1.6 0.331
H -0.862 3.552 2.374 -1.0 -4.8 1.4 0.389
N -0.034 -1.261 -1.840 -0.3 2.3 -4.4 -0.029
N -0.434 2.283 1.035 -1.4 -1.8 2.5 -0.309
O 0.620 -2.448 -2.045 3.1 -0.6 1.8 -0.485
O 0.772 -1.617 0.172 1.4 -0.1 0.8 -0.589
O -0.064 0.488 -0.239 0.4 -1.1 -2.2 -0.335
O -1.023 2.432 2.497 2.4 5.7 -3.4 -0.448

***

# 20
13
Properties=species:S:1:pos:R:3:forces:R:3:mulliken_charge:R:1 method="wB97M-V/def2-TZVPD" homo_energy_ev=-6.71 max_force_ha_per_bohr=0.12327 energy_ev=-19132.5282
Sn 1.771 4.036 0.285 0.1 -0.1 -0.2 0.375
C 4.662 2.179 -4.110 0.2 1.7 2.6 0.816
O 3.513 1.759 -3.919 -0.6 -0.6 0.6 -0.410
O 5.370 2.594 -3.116 -0.8 -0.9 -1.0 -0.414
O 5.063 2.383 -5.236 1.1 0.0 -2.0 -0.366
C -2.422 -1.217 1.847 0.0 5.1 -1.8 0.659
O -2.277 -0.100 1.381 1.3 1.7 -1.0 -0.704
N -2.100 -1.503 3.033 1.5 -2.3 5.7 -0.349
N -3.079 -2.075 1.182 -2.6 -3.8 -3.3 -0.399
H -2.505 -2.375 3.344 0.9 0.2 0.8 0.163
H -1.345 -1.022 3.500 -0.5 -0.2 0.1 0.226
H -3.417 -2.948 1.558 0.1 0.1 -0.6 0.175
H -3.234 -1.712 0.252 -0.7 -0.8 0.0 0.229

***

Energy above the lowest of the compared OMol25 structures with the same formula, charge and spin (computed, kcal/mol): 111.9 5.8 20.3 146.2 80.1 147.6 110.2 183.0 124.0 22.9 61.6 68.2 83.5 162.0 83.4 42.6 194.7 81.0 141.3 123.4